[1]
Here is 10 unconnected molecules or ions with the total composition C4H25N2O10 from OMol25. Energies are from ωB97M-V with the def2-TZVPD basis set.

## Properties
LUMO = 2.85 eV
Highest occupied orbital energy = -6.518 eV
Net charge = -1
Max |F| = 2.22 eV/A
DFT total energy = -1029.40564 hartree

Each line ends with the Mulliken charge.
CARTESIAN COORDINATES (ANGSTROEM)
1 O 1.501 -1.688 -1.824  -0.809
2 C 0.490 -1.119 -1.428  0.756
3 N -0.117 -1.379 -0.260  0.119
4 C 1.103 -2.631 2.787  0.276
5 O 1.530 -3.457 3.551  -0.496
6 C -0.134 -0.011 -2.325  0.733
7 C -1.529 -0.516 -2.687  -1.424
8 N 0.683 0.349 -3.441  -0.703
9 H 0.211 -2.203 0.210  -0.001
10 H 0.775 -2.799 1.760  -0.008
11 H 1.078 -1.596 3.148  0.173
12 H -0.396 0.845 -1.700  -0.069
13 H -1.818 -0.040 -3.630  0.415
14 H -1.537 -1.594 -2.919  0.278
15 H -2.267 -0.284 -1.925  0.242
16 H 1.437 0.976 -3.190  0.241
17 H 1.061 -0.485 -3.867  0.287
18 H 1.373 -3.409 -1.336  0.356
19 H 0.271 -4.466 -1.744  0.285
20 O 1.090 -4.358 -1.270  -0.692
21 H -1.028 2.272 2.597  0.387
22 H -1.036 2.410 4.166  0.264
23 O -1.149 1.755 3.474  -0.725
24 H -0.739 -0.804 0.281  0.161
25 H -1.348 -0.306 3.115  0.342
26 O -1.476 -1.256 3.063  -0.628
27 H -3.085 0.961 0.690  0.272
28 H -1.963 -1.549 2.281  0.257
29 O -2.270 0.769 0.227  -0.578
30 H 0.999 1.096 1.437  0.340
31 H 0.399 0.770 2.734  0.411
32 O 1.209 0.585 2.232  -0.696
33 H -1.599 3.520 1.157  0.100
34 H -1.578 1.441 0.460  0.413
35 O -0.867 2.879 1.170  -0.992
36 H 2.146 3.366 -2.512  0.343
37 H 2.866 2.218 -1.897  0.295
38 O 2.984 2.890 -2.580  -0.661
39 H 1.578 2.559 0.236  0.301
40 H 0.138 2.303 0.066  0.239
41 O 1.010 1.986 -0.305  -0.803

[2]
Here is a molecular structure, C19H32N6O2OsS2Si from OMol25. Energies are from ωB97M-V with the def2-TZVPD basis set.

## Properties
LUMO (alpha / beta) = -8.07 / -7.85 eV
Highest occupied orbital energy (alpha / beta) = -14.257 / -14.290 eV
Net charge = +2
Max |F| = 4.18 eV/A
DFT total energy = -2398.26628 hartree

Each line ends with the Mulliken charge.
CARTESIAN COORDINATES (ANGSTROEM)
1 Os -0.301 0.538 -0.095  0.726
2 N -1.693 -2.588 2.915  -0.379
3 C -1.018 -1.947 1.963  0.812
4 S 0.205 -0.796 2.411  -0.257
5 N -1.241 -2.265 0.718  -1.776
6 N -0.630 -1.502 -0.205  1.168
7 C -0.301 -2.080 -1.312  -0.609
8 C 0.317 -1.264 -2.316  1.070
9 C 0.730 -1.737 -3.552  -0.957
10 C 1.310 -0.855 -4.448  -0.444
11 C 1.462 0.478 -4.081  -1.023
12 C 1.028 0.887 -2.838  -0.287
13 N 0.472 0.035 -1.965  0.229
14 H -1.476 -2.437 3.885  0.225
15 H -2.308 -3.348 2.666  0.267
16 H -0.474 -3.140 -1.447  0.472
17 H 0.564 -2.774 -3.809  0.522
18 H 1.620 -1.196 -5.427  0.476
19 H 1.891 1.196 -4.765  0.511
20 H 1.111 1.914 -2.510  0.717
21 C 4.218 -2.329 1.460  -1.161
22 C 3.809 -0.861 1.478  -0.412
23 S 2.849 -0.518 -0.023  0.482
24 O 1.918 0.656 0.362  -0.952
25 C 4.128 0.250 -1.064  -0.445
26 C 4.520 1.638 -0.580  -1.113
27 H 4.784 -2.569 2.358  0.421
28 H 4.846 -2.555 0.597  0.308
29 H 3.339 -2.972 1.429  0.318
30 H 4.666 -0.192 1.515  0.374
31 H 3.137 -0.636 2.304  0.320
32 H 3.686 0.289 -2.060  0.239
33 H 4.965 -0.451 -1.078  0.510
34 H 3.629 2.237 -0.395  0.207
35 H 5.119 2.133 -1.342  0.409
36 H 5.111 1.600 0.333  0.350
37 C 0.796 5.045 -0.336  -1.075
38 Si -0.618 3.954 -0.918  0.331
39 C -0.810 4.125 -2.779  -1.143
40 C -2.197 4.515 -0.062  -1.085
41 O -0.259 2.401 -0.489  -0.114
42 H 0.500 6.092 -0.407  0.421
43 H 1.677 4.892 -0.962  0.325
44 H 1.059 4.821 0.698  0.301
45 H -1.359 5.040 -3.006  0.430
46 H -1.358 3.284 -3.210  0.336
47 H 0.164 4.192 -3.269  0.335
48 H -2.576 5.410 -0.556  0.475
49 H -1.995 4.755 0.983  0.263
50 H -2.972 3.746 -0.105  0.282
51 N -0.251 2.339 2.589  -0.048
52 C -1.510 1.933 2.342  0.780
53 C -2.584 2.422 3.110  -1.041
54 C -3.861 2.033 2.820  -0.339
55 C -4.092 1.129 1.772  -0.895
56 C -3.021 0.674 1.068  -0.380
57 N -1.742 1.062 1.332  0.504
58 H -0.060 2.874 3.418  0.295
59 H 0.526 1.961 2.073  -0.147
60 H -2.370 3.110 3.916  0.471
61 H -4.692 2.417 3.397  0.452
62 H -5.088 0.800 1.519  0.495
63 H -3.144 -0.040 0.261  0.455

[3]
Here is a molecular structure, C21H22BrClN3O6S from OMol25. Energies are from ωB97M-V with the def2-TZVPD basis set.

## Properties
LUMO = -5.62 eV
Highest occupied orbital energy = -10.904 eV
Net charge = +1
Max |F| = 4.44 eV/A
DFT total energy = -4860.88340 hartree

Each line ends with the Mulliken charge.
CARTESIAN COORDINATES (ANGSTROEM)
1 Cl -4.896 0.854 6.732  0.034
2 S -2.961 1.295 6.268  0.203
3 C -2.304 0.011 5.080  -0.429
4 C -1.915 -1.259 5.977  -0.699
5 C -0.899 -2.217 5.267  -0.748
6 Br -1.603 -2.789 3.527  -0.090
7 H -2.250 1.071 7.432  0.295
8 H -3.160 -0.324 4.440  0.447
9 H -1.438 0.427 4.508  0.361
10 H -2.882 -1.787 6.190  0.333
11 H -1.484 -0.943 6.972  0.454
12 H 0.106 -1.722 5.222  0.404
13 H -0.787 -3.122 5.927  0.393
14 C -0.594 0.767 -2.407  -0.716
15 C -0.209 1.277 -1.172  -0.348
16 C -0.378 0.518 -0.025  -0.250
17 C -0.931 -0.753 -0.126  -0.088
18 C -1.325 -1.268 -1.355  -0.316
19 C -1.155 -0.502 -2.497  -0.289
20 N -1.089 -1.570 1.078  1.255
21 O -0.750 -1.078 2.154  -0.639
22 O -1.547 -2.690 0.941  -0.691
23 H -0.456 1.361 -3.303  0.405
24 H 0.227 2.265 -1.108  0.353
25 H -0.074 0.925 0.931  0.388
26 H -1.761 -2.257 -1.438  0.514
27 H -1.457 -0.893 -3.459  0.451
28 C 2.893 4.937 3.928  -0.397
29 C 3.305 5.713 2.853  -0.465
30 C 3.313 5.178 1.572  -0.338
31 C 2.901 3.866 1.381  0.013
32 C 2.495 3.080 2.450  -0.186
33 C 2.493 3.621 3.728  -0.540
34 N 2.885 3.306 0.025  1.019
35 O 3.265 4.016 -0.885  -0.593
36 O 2.486 2.161 -0.112  -0.604
37 H 2.884 5.359 4.927  0.373
38 H 3.618 6.738 3.012  0.377
39 H 3.635 5.791 0.740  0.452
40 H 2.179 2.055 2.304  0.503
41 H 2.176 3.018 4.571  0.382
42 C 0.711 -2.915 -8.243  -0.385
43 C -0.418 -2.163 -7.940  -0.514
44 C -1.077 -2.353 -6.735  -0.240
45 C -0.593 -3.297 -5.838  0.112
46 C 0.529 -4.059 -6.134  -0.321
47 C 1.181 -3.864 -7.343  -0.471
48 N -1.272 -3.484 -4.552  1.070
49 O -2.267 -2.811 -4.330  -0.623
50 O -0.805 -4.295 -3.776  -0.608
51 H 1.227 -2.760 -9.183  0.377
52 H -0.782 -1.425 -8.645  0.371
53 H -1.955 -1.762 -6.509  0.437
54 H 0.905 -4.798 -5.439  0.438
55 H 2.060 -4.450 -7.584  0.371

[4]
Here is a single C4H3N3 molecule from OMol25. Energies are from ωB97M-V with the def2-TZVPD basis set.

## Properties
LUMO = -0.74 eV
Highest occupied orbital energy = -8.901 eV
SMILES = N#C/C=N/C=C=N
Max |F| = 6.68 eV/A
DFT total energy = -318.32070 hartree

Each line ends with the Mulliken charge.
CARTESIAN COORDINATES (ANGSTROEM)
1 N -4.265 -2.019 1.768  -0.354
2 C -3.187 -1.622 1.534  0.183
3 C -1.902 -0.983 1.412  0.010
4 N -1.235 -0.894 0.205  -0.409
5 C 0.082 -0.212 -0.217  -0.274
6 C 0.706 0.080 -1.489  0.272
7 N 1.490 0.332 -2.378  -0.369
8 H -1.451 -0.791 2.337  0.370
9 H 0.750 -0.290 0.704  0.251
10 H 1.686 1.239 -2.885  0.319

[5]
Here is a molecular structure, C32H16BrClF5IN4O8PbSSe from OMol25. Energies are from ωB97M-V with the def2-TZVPD basis set.

## Properties
LUMO = 3.66 eV
Highest occupied orbital energy = -2.950 eV
Net charge = -2
Max |F| = 1.90 eV/A
DFT total energy = -8873.73815 hartree

Each line ends with the Mulliken charge.
CARTESIAN COORDINATES (ANGSTROEM)
1 Pb -0.049 0.395 0.181  1.970
2 O -0.647 -1.656 1.691  -0.265
3 C 0.088 -2.478 2.220  -0.611
4 C 1.445 -2.820 1.906  0.965
5 C 2.053 -3.817 2.662  -0.392
6 C 3.370 -4.193 2.453  -0.557
7 C 4.146 -3.510 1.485  -0.373
8 C 3.578 -2.545 0.727  -0.823
9 C 2.190 -2.162 0.843  0.163
10 O 1.714 -1.341 0.035  -0.044
11 N 3.942 -5.243 3.187  1.004
12 O 3.250 -5.841 4.006  -0.674
13 O 5.114 -5.539 2.973  -0.682
14 H -0.327 -3.053 3.075  0.188
15 H 1.487 -4.326 3.432  0.507
16 H 5.184 -3.787 1.368  0.475
17 H 4.148 -2.014 -0.020  0.496
18 Se 3.043 1.747 4.156  -0.301
19 C 2.002 1.287 2.859  0.098
20 N 1.275 0.978 2.000  -0.938
21 O 2.694 3.352 -5.019  -0.736
22 S 2.881 2.080 -4.361  1.148
23 O 3.039 0.960 -5.259  -0.639
24 N 1.740 1.801 -3.233  -0.479
25 C 2.229 1.891 -2.020  0.557
26 O 1.579 1.840 -0.958  -0.712
27 C 3.726 2.088 -1.970  0.222
28 C 4.539 2.142 -0.847  -0.499
29 C 5.908 2.274 -1.039  -0.615
30 C 6.454 2.361 -2.313  -0.368
31 C 5.633 2.330 -3.436  -0.593
32 C 4.281 2.187 -3.232  -0.020
33 H 4.115 2.080 0.145  0.573
34 H 6.563 2.311 -0.179  0.405
35 H 7.527 2.456 -2.424  0.365
36 H 6.026 2.415 -4.439  0.427
37 Br -4.421 3.213 3.602  -0.228
38 C -4.779 1.541 2.814  0.333
39 C -6.103 1.161 2.672  -0.449
40 C -6.404 -0.071 2.121  -0.584
41 C -5.381 -0.921 1.733  -0.489
42 C -4.059 -0.537 1.875  -0.153
43 C -3.749 0.709 2.403  -0.403
44 I -1.710 1.293 2.545  0.270
45 H -6.881 1.837 2.991  0.360
46 H -7.439 -0.361 2.000  0.349
47 H -5.610 -1.888 1.309  0.433
48 H -3.260 -1.181 1.550  0.432
49 Cl 1.667 -1.561 -5.287  -0.197
50 C 0.868 -2.045 -3.840  0.084
51 C 0.816 -3.381 -3.466  -0.294
52 C 0.158 -3.712 -2.293  -1.175
53 C -0.410 -2.693 -1.547  -0.112
54 N -0.336 -1.419 -1.896  0.170
55 C 0.288 -1.087 -3.012  -0.804
56 H 1.299 -4.129 -4.072  0.436
57 H 0.102 -4.738 -1.960  0.464
58 H -0.933 -2.898 -0.626  0.461
59 H 0.369 -0.032 -3.243  0.823
60 F -4.897 -1.053 -5.132  -0.358
61 C -4.342 -0.687 -3.949  0.611
62 C -4.070 0.649 -3.678  0.218
63 F -4.368 1.584 -4.606  -0.338
64 C -3.525 1.025 -2.470  0.090
65 F -3.340 2.344 -2.238  -0.379
66 C -3.195 0.108 -1.426  0.305
67 O -2.698 0.476 -0.328  -0.642
68 C -3.534 -1.240 -1.748  0.237
69 F -3.358 -2.206 -0.806  -0.559
70 C -4.071 -1.623 -2.960  0.217
71 F -4.369 -2.926 -3.181  -0.372

[6]
Here is a molecular structure, C5H8N2 from OMol25. Energies are from ωB97M-V with the def2-TZVPD basis set.

## Properties
LUMO (alpha / beta) = -0.73 / -0.46 eV
Highest occupied orbital energy (alpha / beta) = -8.463 / -8.177 eV
Max |F| = 0.24 eV/A
DFT total energy = -304.67976 hartree

Each line ends with the Mulliken charge.
CARTESIAN COORDINATES (ANGSTROEM)
1 C 2.535 -0.541 -0.770  -0.948
2 C -0.619 0.283 2.161  -0.166
3 C -0.416 -0.539 1.053  -0.495
4 C -1.190 0.227 0.154  0.939
5 N -1.811 -0.194 -0.983  -0.465
6 C -1.360 1.549 0.734  -0.637
7 N -0.742 1.592 1.903  -0.409
8 H 2.418 -1.532 -0.323  0.224
9 H 1.946 -0.482 -1.689  0.223
10 H 3.589 -0.368 -1.000  0.303
11 H -0.292 -1.612 1.023  0.390
12 H -2.744 0.135 -1.178  0.228
13 H -1.618 -1.129 -1.310  0.223
14 H -1.873 2.398 0.289  0.389
15 H 2.178 0.213 -0.064  0.201